Molecular formula: C26H30Br3Cl3F19N2O3S
Method: DFT, the ωB97M-V functional and the def2-TZVPD basis

Calculated values
**Total charge**: +1
**Gap between HOMO and LUMO**: 0.350 Eh
**Maximum force**: 5.01 eV Å⁻¹

Structure (XYZ):
```
87
Properties=species:S:1:pos:R:3:mulliken_charge:R:1
C 4.786 3.949 0.931 -1.222
C 6.037 3.433 0.316 0.372
Cl 7.334 3.317 1.475 -0.126
C 6.232 3.121 -0.939 -0.491
Cl 7.864 2.627 -1.327 0.000
C 5.074 3.172 -2.002 2.189
C 4.841 4.714 -2.039 -1.297
Br 6.520 5.755 -1.938 0.043
C 3.797 5.519 -2.164 0.530
C 2.404 4.969 -2.323 -0.611
Br 3.864 7.428 -2.217 -0.076
C 5.730 2.899 -3.427 -1.089
C 5.746 3.912 -4.615 0.421
F 4.702 4.682 -4.826 -0.192
F 5.822 3.152 -5.727 -0.286
F 6.850 4.612 -4.689 -0.246
O 5.177 1.675 -4.009 -0.470
C 4.000 1.432 -3.318 0.620
N 3.704 0.041 -3.484 -0.343
Cl 2.783 2.247 -4.480 -0.089
N 4.118 1.969 -1.915 0.965
C 2.683 1.948 -1.460 -1.190
C 2.208 2.217 -0.030 -1.471
C 2.458 1.184 1.085 -1.240
S 1.796 -0.490 0.744 -0.329
C 4.723 0.801 -1.120 -1.216
C 5.995 0.082 -1.602 -1.530
C 6.738 -0.473 -0.365 -0.814
Br 7.846 -1.960 -1.017 -0.146
H 4.113 4.504 0.283 0.097
H 5.065 4.636 1.732 0.643
H 4.219 3.163 1.433 0.141
H 2.227 4.369 -3.211 0.113
H 1.703 5.802 -2.390 0.673
H 2.122 4.466 -1.400 -0.040
H 6.778 2.594 -3.408 0.502
H 4.297 -0.308 -4.229 0.290
H 2.756 -0.058 -3.821 0.351
H 2.015 2.560 -2.053 0.771
H 2.235 0.982 -1.696 0.729
H 1.114 2.140 -0.126 0.623
H 2.288 3.247 0.305 0.534
H 1.856 1.527 1.929 0.642
H 3.475 1.148 1.476 0.434
H 1.435 -0.569 -0.555 0.213
H 4.894 1.098 -0.088 0.501
H 3.991 0.009 -1.001 0.789
H 5.695 -0.815 -2.140 0.887
H 6.653 0.604 -2.287 0.505
H 7.339 0.274 0.141 0.438
H 5.992 -0.952 0.265 0.471
C -4.361 -2.369 1.490 -0.656
C -4.890 -1.319 2.493 0.900
C -5.474 -0.044 1.884 0.045
F -4.558 0.624 1.148 -0.219
F -5.877 0.787 2.875 -0.275
F -3.915 -1.024 3.380 -0.285
F -5.890 -1.901 3.211 -0.251
O -2.958 -2.347 1.249 -0.377
C -2.464 -1.458 0.327 0.704
C -1.558 -0.412 0.972 0.351
F -2.203 0.280 1.930 -0.239
F -1.144 0.492 0.038 -0.239
F -3.463 -0.900 -0.383 -0.278
F -1.717 -2.176 -0.548 -0.303
H -4.529 -3.336 1.938 0.385
H -4.935 -2.386 0.564 0.389
H -6.340 -0.272 1.256 0.289
H -0.683 -0.881 1.419 0.132
C -7.602 -5.006 3.667 -0.760
C -7.493 -4.804 2.148 0.756
C -8.632 -4.029 1.491 0.143
F -9.817 -4.647 1.657 -0.236
F -8.404 -3.939 0.154 -0.283
F -7.320 -6.000 1.552 -0.289
F -6.343 -4.091 1.922 -0.216
O -8.126 -6.241 4.106 -0.415
C -9.500 -6.380 4.164 0.756
C -10.012 -7.424 3.173 0.208
F -9.655 -7.105 1.910 -0.213
F -11.363 -7.471 3.217 -0.254
F -10.104 -5.186 4.005 -0.279
F -9.792 -6.800 5.412 -0.298
H -6.578 -5.003 4.040 0.430
H -8.086 -4.161 4.159 0.387
H -8.698 -3.014 1.895 0.263
H -9.612 -8.412 3.412 0.252
```